P) {
  "formula": "C3H3N3O",
  "method": "ωB97M-V/def2-TZVPD",
  "homo_ev": -9.6,
  "gap_ha": 0.369,
  "total_charge": 0,
  "smiles": "N=C=CC=O.N#N",
  "symbols": ["N", "C", "N", "N", "O", "C", "C", "H", "H", "H"],
  "positions_angstrom": [[2.323, -0.192, 0.444], [1.159, -0.538, 0.252], [0.217, 2.233, -0.476], [-0.622, 1.560, -0.722], [-1.870, 0.427, 1.207], [-1.509, -0.313, 0.327], [-0.105, -0.963, 0.084], [2.847, 0.328, -0.269], [-2.258, -0.597, -0.458], [-0.183, -1.944, -0.388]]
}

***

Q) {
  "formula": "C3H3N3O",
  "method": "ωB97M-V/def2-TZVPD",
  "homo_ev": -10.3,
  "gap_ha": 0.393,
  "total_charge": 0,
  "smiles": "O=Cn1cncn1",
  "symbols": ["O", "C", "N", "C", "N", "C", "N", "H", "H", "H"],
  "positions_angstrom": [[-1.849, -1.767, -1.631], [-1.397, -0.786, -1.185], [-0.111, -0.480, -0.124], [0.955, -0.705, 0.710], [1.447, 0.424, 1.192], [0.647, 1.360, 0.628], [-0.271, 0.864, -0.145], [-1.497, 0.333, -1.173], [1.366, -1.673, 0.964], [0.710, 2.430, 0.764]]
}

***

R) {
  "formula": "C3H3N3O",
  "method": "ωB97M-V/def2-TZVPD",
  "homo_ev": -9.0,
  "gap_ha": 0.309,
  "total_charge": 0,
  "symbols": ["C", "C", "C", "H", "H", "H", "N", "N", "N", "O"],
  "positions_angstrom": [[-0.162, 0.781, 0.760], [-0.797, -0.185, -0.184], [1.181, 0.064, -0.796], [-1.794, -0.438, -0.138], [0.092, -1.240, -1.911], [2.213, -0.571, -1.414], [-0.443, 0.965, 2.151], [-0.016, -0.424, -1.234], [1.152, 0.755, 0.373], [-1.426, 0.292, 2.394]]
}

***

S) {
  "formula": "C3H3N3O",
  "method": "ωB97M-V/def2-TZVPD",
  "homo_ev": -9.7,
  "gap_ha": 0.369,
  "total_charge": 0,
  "smiles": "N=C=CC=O.N#N",
  "symbols": ["N", "C", "N", "N", "O", "C", "C", "H", "H", "H"],
  "positions_angstrom": [[2.001, 0.061, 0.225], [0.839, -0.271, 0.124], [1.108, 2.313, -0.415], [0.047, 2.160, -0.163], [-2.111, 0.421, 0.723], [-1.681, -0.636, 0.318], [-0.290, -0.940, -0.012], [2.448, 0.341, -0.645], [-2.346, -1.517, 0.195], [-0.015, -1.932, -0.352]]
}

***

S) ends up most stable, edging out the next structure by 0.0036 hartree.